# CH12O4S2

A 5-piece molecular cluster, CH12O4S2 overall (wB97M-V/def2-TZVPD, the OMol25 dataset).

Computed properties:
* relative energy (zero: lowest compared OMol25 entry of this formula, charge and spin): 49.8 kcal per mole
* strongest force on any atom: 0.099 Eh/bohr
* gap between HOMO and LUMO: 9.5 eV

```
! wB97M-V def2-TZVPD RIJCOSX def2/J DEFGRID3
* xyz 0 1
H -2.02 2.68 -2.12
H -0.69 2.97 -0.95
H 2.55 -2.31 -1.18
S -1.62 1.56 1.51
O 2.91 1.46 -0.67
O 1.33 -1.61 2.70
O 2.27 -1.71 -0.53
H -1.81 0.33 1.19
H 2.36 -0.78 -0.76
H -2.59 -1.49 -0.20
H 2.23 0.74 -0.87
H 1.31 -2.62 2.47
H -2.94 -2.97 -0.14
C -1.41 2.28 -1.32
H -1.12 1.26 -1.38
O -2.18 -2.30 0.25
H 1.24 -1.18 1.84
H 3.00 1.47 0.27
S -2.82 2.23 -0.12
*
```

natural (NBO) atomic charge list, values in e, 4 entries: atom 1 (H): 0.218, atom 2 (H): 0.228, atom 3 (H): 0.485, atom 4 (S): -0.126

# CH12O7

A 6-piece molecular cluster, CH12O7 overall (wB97M-V/def2-TZVPD, the OMol25 dataset).

Computed properties:
* relative energy (zero: lowest compared OMol25 entry of this formula, charge and spin): 15.2 kcal per mole
* strongest force on any atom: 0.040 Eh/bohr
* gap between HOMO and LUMO: 11.4 eV

```
! wB97M-V def2-TZVPD RIJCOSX def2/J DEFGRID3
* xyz 0 1
O -0.39 -0.62 -1.74
H 2.76 -0.19 -2.67
O 0.27 1.41 -2.35
H 1.90 -0.47 1.64
H -0.85 -3.42 -0.23
H -0.62 2.15 3.28
H -1.49 1.06 -1.45
O -2.90 0.28 0.15
H 1.86 0.53 2.57
H -1.05 -1.88 -0.61
H 0.75 1.51 3.72
H 1.65 -0.57 -1.68
H -3.56 0.12 -0.55
O 2.29 0.14 -1.89
O 2.27 -0.36 2.53
H 1.25 1.00 -2.32
O -1.11 -2.56 0.10
H -2.72 -0.66 0.31
O 0.27 1.94 3.01
C -0.58 0.59 -1.83
*
```

natural (NBO) atomic charge list, values in e, 4 entries: atom 1 (O): -0.720, atom 2 (H): 0.494, atom 3 (O): -0.687, atom 4 (H): 0.463

# CH13N9

A 2-piece molecular cluster, CH13N9 overall (wB97M-V/def2-TZVPD, the OMol25 dataset).

Computed properties:
* relative energy (zero: lowest compared OMol25 entry of this formula, charge and spin): 18.8 kcal per mole
* strongest force on any atom: 0.125 Eh/bohr
* gap between HOMO and LUMO (alpha / beta): 7.4 / 7.4 eV

```
! wB97M-V def2-TZVPD RIJCOSX def2/J DEFGRID3
* xyz 2 1
H 8.64 3.01 2.23
N -4.96 -1.72 -0.63
N -5.52 -4.02 -0.12
H 5.25 5.61 0.94
H 7.59 6.56 2.26
N 7.17 5.79 1.70
H -4.33 -1.59 0.21
N -4.97 -5.26 -0.37
H -5.88 -1.47 -0.52
H -3.56 -1.48 -2.67
H -4.03 -5.29 -0.34
N -4.95 -3.09 -1.03
N -3.61 -2.47 -2.80
H 8.88 4.41 3.36
C -4.16 -3.39 -2.04
H -5.50 -6.09 -0.16
H -6.63 -3.95 -0.33
H -2.97 -2.81 -3.41
H 6.05 6.97 0.45
N 8.29 3.87 2.57
H -4.23 -4.39 -2.32
N 6.01 6.27 1.19
N 7.42 4.52 1.83
*
```

natural (NBO) atomic charge list, values in e, 4 entries: atom 1 (H): 0.443, atom 2 (N): -0.650, atom 3 (N): -0.267, atom 4 (H): 0.416